Record 1
Entry from the Open Molecules 2025 dataset: 5 unconnected molecules or ions with the total composition C18H43Br2N5O5Si (the ωB97M-V functional and the def2-TZVPD basis).

Each atom is followed by the atoms it is bonded to, with distances in Å.
CARTESIAN COORDINATES (ANGSTROEM)
1 C -1.457 -2.803 0.528  C2 1.518, H12 1.086, H13 1.087, H14 1.090
2 C -2.657 -2.027 0.015  C1 1.518, Br3 1.953, C4 1.523, H15 1.088
3 Br -2.468 -1.742 -1.908  C2 1.953
4 C -2.889 -0.658 0.638  C2 1.523, Br5 1.954, Si6 1.912, H16 1.087
5 Br -3.878 -0.878 2.308  C4 1.954
6 Si -1.344 0.434 0.922  C4 1.912, C7 1.882, H17 1.480, H18 1.474
7 C -1.696 2.145 0.222  Si6 1.882, C8 1.530, H19 1.093, H20 1.092
8 C -0.528 2.742 -0.564  C7 1.530, O9 1.424, C10 1.535, H21 1.091
9 O 0.581 2.922 0.312  C8 1.424, H22 0.961
10 C -0.161 1.951 -1.827  C8 1.535, N11 1.481, H23 1.092, H24 1.090
11 N -0.451 2.726 -3.055  C10 1.481, H25 1.013, H26 1.014
12 H -0.542 -2.470 0.049  C1 1.086
13 H -1.572 -3.857 0.290  C1 1.087
14 H -1.364 -2.697 1.609  C1 1.090
15 H -3.552 -2.632 0.140  C2 1.088
16 H -3.559 -0.087 0.000  C4 1.087
17 H -0.219 -0.164 0.168  Si6 1.480
18 H -0.967 0.457 2.347  Si6 1.474
19 H -2.589 2.135 -0.410  C7 1.093
20 H -1.910 2.814 1.060  C7 1.092
21 H -0.816 3.738 -0.907  C8 1.091
22 H 1.235 2.233 0.168  O9 0.961
23 H -0.684 0.993 -1.841  C10 1.092
24 H 0.911 1.755 -1.816  C10 1.090
25 H 0.119 2.354 -3.806  N11 1.013
26 H -1.402 2.529 -3.347  N11 1.014
27 C -6.300 -0.301 5.336  N28 1.448, H32 1.092, H33 1.092, H34 1.085
28 N -4.997 -0.824 5.689  C27 1.448, C29 1.361, H35 1.008
29 C -4.354 -0.754 6.886  N28 1.361, C30 1.514, O31 1.217
30 C -5.073 -0.048 8.015  C29 1.514, H36 1.085, H37 1.091, H38 1.091
31 O -3.248 -1.242 7.035  C29 1.217
32 H -6.967 -1.102 5.011  C27 1.092
33 H -6.221 0.426 4.526  C27 1.092
34 H -6.750 0.190 6.193  C27 1.085
35 H -4.471 -1.306 4.976  N28 1.008
36 H -4.431 -0.080 8.890  C30 1.085
37 H -5.278 0.993 7.761  C30 1.091
38 H -6.018 -0.539 8.247  C30 1.091
39 C 2.335 -3.538 -2.806  N40 1.451, H44 1.091, H45 1.089, H46 1.085
40 N 1.459 -3.892 -1.704  C39 1.451, C41 1.357, H47 1.009
41 C 1.659 -4.789 -0.706  N40 1.357, C42 1.512, O43 1.221
42 C 2.953 -5.569 -0.721  C41 1.512, H48 1.085, H49 1.090, H50 1.090
43 O 0.821 -4.942 0.169  C41 1.221
44 H 2.594 -2.479 -2.760  C39 1.091
45 H 1.853 -3.722 -3.765  C39 1.089
46 H 3.253 -4.116 -2.761  C39 1.085
47 H 0.572 -3.415 -1.648  N40 1.009
48 H 2.955 -6.232 0.138  C42 1.085
49 H 3.042 -6.162 -1.632  C42 1.090
50 H 3.813 -4.902 -0.660  C42 1.090
51 C 2.762 1.371 -6.443  N52 1.449, H56 1.091, H57 1.091, H58 1.085
52 N 2.665 -0.030 -6.086  C51 1.449, C53 1.359, H59 1.008
53 C 1.557 -0.816 -6.050  N52 1.359, C54 1.513, O55 1.219
54 C 0.239 -0.175 -6.424  C53 1.513, H60 1.085, H61 1.091, H62 1.090
55 O 1.631 -1.989 -5.725  C53 1.219
56 H 3.417 1.510 -7.304  C51 1.091
57 H 3.158 1.959 -5.613  C51 1.091
58 H 1.782 1.760 -6.698  C51 1.085
59 H 3.511 -0.514 -5.829  N52 1.008
60 H -0.535 -0.931 -6.341  C54 1.085
61 H 0.001 0.653 -5.755  C54 1.091
62 H 0.261 0.203 -7.446  C54 1.090
63 C 4.211 3.858 3.587  N64 1.449, H68 1.091, H69 1.091, H70 1.085
64 N 3.960 2.800 2.630  C63 1.449, C65 1.356, H71 1.008
65 C 4.008 2.862 1.276  N64 1.356, C66 1.511, O67 1.222
66 C 4.369 4.189 0.652  C65 1.511, H72 1.085, H73 1.090, H74 1.091
67 O 3.756 1.878 0.598  C65 1.222
68 H 5.040 3.597 4.248  C63 1.091
69 H 3.328 4.045 4.199  C63 1.091
70 H 4.466 4.776 3.068  C63 1.085
71 H 3.707 1.890 2.983  N64 1.008
72 H 4.359 4.065 -0.426  C66 1.085
73 H 3.646 4.957 0.927  C66 1.090
74 H 5.361 4.514 0.965  C66 1.091

Computed properties:
Spin multiplicity   1
Highest occupied orbital energy   -9.174 eV
Orbital gap   9.587 eV

---

Record 2
Entry from the Open Molecules 2025 dataset: 3 unconnected molecules or ions with the total composition C18H43N2 in a non-equilibrium geometry (the ωB97M-V functional and the def2-TZVPD basis).

Each atom is followed by the atoms it is bonded to, with distances in Å.
CARTESIAN COORDINATES (ANGSTROEM)
1 C 6.034 -0.038 0.617  C2 1.521, H9 1.084, H10 1.088, H11 1.088
2 C 4.886 0.918 0.330  C1 1.521, N3 1.479, H12 1.085, H13 1.094
3 N 3.905 0.234 -0.542  C2 1.479, N4 1.449, H14 1.016
4 N 2.621 0.904 -0.573  N3 1.449, C5 1.503, C8 1.528, H15 1.022
5 C 1.865 0.825 0.723  N4 1.503, C6 1.514, H16 1.092, H17 1.081
6 C 0.790 -0.225 0.545  C5 1.514, C7 1.536, H18 1.088, H19 1.084
7 C 0.361 0.048 -0.905  C6 1.536, C8 1.519, H20 1.088, H21 1.084
8 C 1.716 0.189 -1.577  N4 1.528, C7 1.519, H22 1.085, H23 1.090
9 H 6.637 0.324 1.442  C1 1.084
10 H 6.655 -0.152 -0.269  C1 1.088
11 H 5.635 -1.022 0.855  C1 1.088
12 H 4.402 1.232 1.248  C2 1.085
13 H 5.271 1.821 -0.153  C2 1.094
14 H 4.248 0.298 -1.496  N3 1.016
15 H 2.691 1.885 -0.852  N4 1.022
16 H 1.347 1.784 0.795  C5 1.092
17 H 2.499 0.771 1.597  C5 1.081
18 H 1.177 -1.236 0.650  C6 1.088
19 H -0.054 -0.042 1.200  C6 1.084
20 H -0.218 0.969 -0.912  C7 1.088
21 H -0.137 -0.781 -1.395  C7 1.084
22 H 1.797 0.631 -2.565  C8 1.085
23 H 2.145 -0.811 -1.616  C8 1.090
24 C -3.251 5.286 -4.161  C25 1.526, H30 1.091, H31 1.089, H32 1.092
25 C -3.390 3.935 -3.466  C24 1.526, C26 1.528, H33 1.093, H34 1.092
26 C -2.116 3.482 -2.754  C25 1.528, C27 1.530, H35 1.095, H36 1.095
27 C -0.907 3.284 -3.671  C26 1.530, C28 1.528, H37 1.100, H38 1.092
28 C -1.114 2.284 -4.807  C27 1.528, C29 1.525, H39 1.093, H40 1.092
29 C -1.427 0.874 -4.316  C28 1.525, H41 1.095, H42 1.090, H43 1.090
30 H -2.488 5.266 -4.941  C24 1.091
31 H -4.188 5.579 -4.632  C24 1.089
32 H -2.980 6.065 -3.446  C24 1.092
33 H -3.701 3.179 -4.192  C25 1.093
34 H -4.193 3.993 -2.729  C25 1.092
35 H -2.325 2.554 -2.213  C26 1.095
36 H -1.856 4.224 -1.991  C26 1.095
37 H -0.058 2.949 -3.057  C27 1.100
38 H -0.606 4.245 -4.093  C27 1.092
39 H -0.207 2.259 -5.416  C28 1.093
40 H -1.911 2.625 -5.470  C28 1.092
41 H -0.615 0.514 -3.675  C29 1.095
42 H -1.533 0.177 -5.146  C29 1.090
43 H -2.351 0.841 -3.738  C29 1.090
44 C -1.842 -3.180 1.720  C45 1.525, H50 1.091, H51 1.090, H52 1.095
45 C -2.415 -3.024 3.125  C44 1.525, C46 1.528, H53 1.092, H54 1.092
46 C -1.418 -2.438 4.124  C45 1.528, C47 1.530, H55 1.092, H56 1.097
47 C -0.158 -3.277 4.346  C46 1.530, C48 1.528, H57 1.095, H58 1.095
48 C -0.414 -4.708 4.815  C47 1.528, C49 1.526, H59 1.093, H60 1.093
49 C -1.130 -4.789 6.160  C48 1.526, H61 1.092, H62 1.090, H63 1.091
50 H -0.990 -3.862 1.704  C44 1.091
51 H -2.589 -3.572 1.030  C44 1.090
52 H -1.508 -2.210 1.336  C44 1.095
53 H -2.777 -3.992 3.478  C45 1.092
54 H -3.290 -2.371 3.085  C45 1.092
55 H -1.925 -2.281 5.079  C46 1.092
56 H -1.117 -1.442 3.780  C46 1.097
57 H 0.470 -2.770 5.085  C47 1.095
58 H 0.430 -3.307 3.422  C47 1.095
59 H 0.546 -5.224 4.890  C48 1.093
60 H -0.990 -5.252 4.061  C48 1.093
61 H -0.552 -4.287 6.938  C49 1.092
62 H -1.269 -5.826 6.465  C49 1.090
63 H -2.117 -4.326 6.123  C49 1.091

Computed properties:
Spin multiplicity   1
Total charge   +1
Highest occupied orbital energy   -12.884 eV
Orbital gap   9.927 eV